Computed, not measured: a molecular structure, C46H43N4O2PdSb2, with ωB97M-V/def2-TZVPD.

The charge is +3. The spin multiplicity is 1. Its LUMO energy is -10.309 eV. For the energy above the lowest of the compared OMol25 structures with the same formula, charge and spin, the calculation gives 0.000 eV. As for the highest occupied orbital energy: -0.5632 Ha.

Last column: Mulliken charge in e.
Atoms and positions in Å:
Pd -0.363206 -1.903595 -0.556811  0.1089
C -0.213380 -4.358916 1.928091  -1.3138
C 1.050430 -4.619289 1.102507  -0.4900
C 1.170377 -3.739284 -0.143401  -1.0071
Sb 2.046997 -1.720051 -0.246893  1.9553
C 3.683953 -1.797133 -1.520786  1.0168
C 3.885217 -2.844076 -2.420728  -0.6833
C 5.020284 -2.837822 -3.212845  -0.7637
C 5.929217 -1.790145 -3.118590  -0.5315
C 5.713383 -0.744548 -2.231726  -0.7473
C 4.587105 -0.738591 -1.423611  -0.5552
C 2.658698 -0.394800 1.258771  0.6957
C 3.648874 -0.677513 2.194550  -0.8482
C 4.089160 0.343630 3.022582  -0.8257
C 3.561984 1.625494 2.902003  -0.7780
C 2.589343 1.900119 1.952507  -0.6042
C 2.124205 0.884226 1.124020  -0.3261
Sb -0.673607 -2.307670 2.416430  1.3119
C 0.848031 -1.954739 3.751230  0.5591
C 1.781117 -2.884601 4.244433  -0.2516
C 2.597215 -2.546164 5.303161  -0.7615
C 2.497578 -1.281665 5.887406  -0.4790
C 1.582895 -0.351117 5.415119  -0.8210
C 0.763396 -0.681028 4.348833  -0.6575
C -2.448000 1.616129 1.935837  -0.1442
C -1.673991 2.434042 2.734649  0.1266
C -2.323710 3.394313 3.500123  -0.8233
C -3.706712 3.510586 3.446464  -0.6191
C -4.453351 2.670607 2.631026  -0.7090
C -3.822396 1.702303 1.859199  -0.3265
H -0.159389 -4.884225 2.885267  0.6083
H -1.083149 -4.749532 1.398742  0.4588
H 1.013755 -5.653864 0.751885  0.4787
H 1.947900 -4.544769 1.712122  0.2698
H 0.172320 -3.795320 -0.686680  0.5036
H 1.799672 -4.198051 -0.908955  0.6309
H 3.181187 -3.660206 -2.518421  0.3149
H 5.194583 -3.649208 -3.906073  0.4290
H 6.812225 -1.790461 -3.743403  0.4253
H 6.424736 0.067241 -2.164400  0.4370
H 4.434393 0.074634 -0.724819  0.3692
H 4.086195 -1.663784 2.278992  0.5679
H 4.861996 0.141843 3.752694  0.5036
H 3.927843 2.416840 3.542782  0.4648
H 2.198934 2.903275 1.834954  0.6549
H 1.377823 1.114002 0.372586  -0.1283
H 1.848520 -3.882508 3.834131  0.3790
H 3.302192 -3.267598 5.694322  0.4669
H 3.132524 -1.032302 6.727867  0.4663
H 1.500066 0.619684 5.884701  0.4863
H 0.046665 0.049138 3.986132  0.4123
H -0.595048 2.332037 2.745198  0.4493
H -1.748249 4.054017 4.135152  0.4579
H -4.206446 4.260231 4.044264  0.4360
H -5.530161 2.763385 2.597460  0.4577
H -4.382711 1.023749 1.228218  0.5451
C -5.522291 -4.302159 -1.056003  -0.8491
N -4.378667 -3.404875 -1.226261  0.0573
C -4.267738 -2.416458 -2.170731  -0.8281
C -3.049886 -1.843909 -1.988554  -0.5957
N -2.410376 -2.477630 -0.939280  0.4401
C -3.248887 -3.411625 -0.512620  -0.4699
H -6.424449 -3.716015 -0.901459  0.3498
H -5.349795 -4.933988 -0.189438  0.2897
H -5.634514 -4.923745 -1.940876  0.3547
H -5.047610 -2.214197 -2.884414  0.4937
H -2.596410 -1.042725 -2.547633  0.4743
H -3.079330 -4.099778 0.298902  0.2575
O -1.779168 0.609152 1.170709  0.1238
C -1.406343 0.929236 -0.037504  -1.4901
N -1.570337 2.101088 -0.604700  0.4074
C -0.973592 2.117878 -1.954146  3.6987
C -0.379204 0.704242 -1.983092  -1.6333
O 0.288119 0.184454 -2.832571  -0.6076
N -0.766130 0.044028 -0.805118  1.9312
C 0.066230 3.227113 -2.029314  -0.3952
C 1.425919 2.986256 -2.172135  0.0542
C 2.317075 4.054671 -2.198823  -1.0598
C 1.856371 5.355077 -2.080383  -0.6236
C 0.493248 5.597111 -1.948589  -0.8877
C -0.397046 4.538227 -1.930304  -0.4997
C -2.034978 2.203649 -3.048920  -0.5582
C -1.603140 2.315808 -4.367721  -0.3678
C -2.531527 2.378458 -5.392277  -0.8330
C -3.891674 2.334857 -5.107790  -0.5765
C -4.320973 2.221386 -3.795698  -0.8653
C -3.393119 2.148665 -2.762513  -0.2881
H -2.008622 2.895359 -0.161130  0.4871
H 1.801316 1.980564 -2.312219  0.6402
H 3.374074 3.865905 -2.333419  0.5061
H 2.551945 6.182658 -2.111415  0.4501
H 0.124659 6.611579 -1.880430  0.4665
H -1.462452 4.737747 -1.872781  0.4447
H -0.544346 2.363486 -4.589755  0.4759
H -2.194246 2.473159 -6.415453  0.4535
H -4.614381 2.399690 -5.909765  0.4463
H -5.378861 2.202500 -3.570226  0.4767
H -3.748361 2.066119 -1.742421  0.3965

Forces on the atoms, in the same order (eV/Å):
Pd -0.348 -0.088 -0.027
C 0.156 0.026 -0.020
C -0.098 0.093 0.112
C 0.184 -0.255 -0.077
Sb 0.373 0.102 0.001
C -0.058 -0.035 -0.195
C -0.070 0.028 -0.001
C -0.005 -0.001 0.001
C 0.001 -0.011 -0.014
C 0.004 0.017 0.007
C 0.027 -0.021 0.025
C -0.122 -0.199 0.019
C 0.004 0.067 -0.031
C 0.025 -0.025 0.006
C 0.015 0.007 0.008
C -0.059 -0.035 -0.050
C 0.043 0.072 0.170
Sb -0.216 -0.245 -0.163
C 0.057 0.251 0.073
C -0.062 -0.041 -0.038
C 0.023 0.040 0.041
C 0.021 -0.090 0.003
C -0.070 0.036 -0.081
C 0.125 0.012 0.071
C 0.046 0.043 0.027
C -0.038 0.041 -0.014
C 0.009 0.010 -0.001
C -0.001 0.000 0.004
C 0.003 -0.015 -0.007
C 0.013 -0.044 0.010
H -0.029 -0.028 -0.013
H -0.029 0.009 0.008
H 0.007 -0.010 0.046
H 0.034 0.093 0.039
H 0.021 0.122 0.060
H 0.022 -0.010 0.016
H -0.018 -0.003 -0.005
H 0.000 0.002 -0.001
H 0.001 0.000 0.002
H 0.000 -0.001 0.000
H -0.014 0.001 0.005
H 0.003 -0.021 -0.009
H -0.005 0.010 0.004
H 0.004 0.004 -0.002
H 0.029 0.009 0.017
H 0.000 -0.022 -0.019
H -0.019 -0.031 -0.060
H -0.006 0.005 0.009
H -0.002 -0.002 0.003
H 0.013 0.002 0.002
H -0.028 -0.013 0.008
H -0.003 -0.011 0.013
H -0.003 -0.001 0.000
H 0.004 -0.001 0.003
H 0.001 -0.002 -0.002
H -0.001 0.015 -0.005
C 0.003 0.009 -0.009
N 0.001 0.021 -0.016
C -0.009 -0.001 -0.006
C 0.000 -0.025 0.021
N 0.079 0.115 -0.051
C 0.047 -0.028 0.043
H -0.001 -0.005 0.009
H -0.005 -0.004 0.000
H 0.002 -0.003 0.003
H -0.005 -0.009 0.004
H -0.007 0.005 -0.003
H -0.003 -0.009 -0.004
O -0.045 -0.088 -0.052
C -0.092 0.096 0.021
N -0.018 -0.038 -0.046
C -0.009 0.055 -0.065
C 0.072 -0.222 0.057
O 0.029 0.002 -0.014
N -0.028 0.284 0.046
C 0.000 0.015 -0.016
C 0.014 -0.003 0.029
C 0.005 -0.017 -0.005
C -0.017 0.002 -0.003
C 0.022 -0.008 0.001
C -0.017 0.001 -0.007
C 0.013 0.009 0.049
C -0.003 0.014 0.016
C -0.006 -0.003 -0.007
C -0.002 -0.002 -0.006
C 0.013 -0.003 0.000
C -0.021 -0.026 -0.013
H 0.029 0.011 0.023
H -0.004 -0.005 0.013
H -0.003 0.002 0.003
H 0.000 0.000 0.001
H 0.003 0.002 0.001
H 0.000 -0.007 -0.001
H 0.001 0.004 -0.001
H -0.003 0.000 0.000
H 0.003 0.001 -0.003
H -0.001 0.002 0.003
H 0.003 0.004 0.004



Computed, not measured: 2 unconnected molecules or ions with the total composition C3H4ClFN2S at a distorted geometry, with ωB97M-V/def2-TZVPD.

The spin multiplicity is 1. Its LUMO energy is 0.272 eV. For the energy above the lowest of the compared OMol25 structures with the same formula, charge and spin, the calculation gives 4.332 eV. As for the highest occupied orbital energy: -0.3318 Ha.

Last column: natural (NBO) charge in e.
Atoms and positions in Å:
C 1.898512 0.302965 -0.184628  -0.0757
C -0.679650 1.053864 -0.490812  -0.5161
C -1.222643 0.114783 0.259201  0.4692
H 2.343695 -2.717586 -0.184952  0.3843
H 3.734797 -1.440591 -1.157511  0.3351
H 2.875611 0.710549 -0.125404  0.1717
H -0.792779 1.144884 -1.586157  0.2654
N 2.942073 -1.769615 -0.071456  -0.6724
N 1.658375 -0.936203 -0.078333  -0.2945
F -0.921577 -0.422419 1.376548  -0.2642
S 0.861149 1.754083 0.071274  0.2573
Cl -2.695645 -0.697044 -0.407608  -0.0600

Forces on the atoms, in the same order (eV/Å):
C -0.402 0.432 1.389
C 1.701 0.130 -0.035
C -2.749 -0.915 -2.741
H 2.811 2.253 -0.487
H -3.468 -1.699 3.880
H 1.419 -0.051 -0.416
H -0.883 0.011 1.063
N -1.483 -0.156 -3.274
N 1.689 0.468 -0.650
F 0.680 0.380 1.309
S -0.268 -1.286 -0.495
Cl 0.953 0.431 0.458